Record 1
Density functional theory data (ωB97M-V with the def2-TZVPD basis set) for a molecular structure, C16H13EuN2O6 at a distorted geometry.

The geometry in XYZ format:
```
38
Properties=species:S:1:pos:R:3:forces:R:3
O 6.07337 0.77816 -3.19967 -0.895 -0.853 0.607
C 5.29750 0.09661 -2.73149 0.922 0.845 -0.580
Eu 0.35184 -0.23265 -3.41076 -0.914 -1.443 2.035
O 1.15466 3.55918 -2.51746 -0.290 -3.182 0.214
C 1.04232 2.41334 -2.48955 0.590 3.372 0.718
C 0.11910 2.08307 -4.75611 -0.341 4.722 4.562
O -0.60464 3.02142 -4.89819 0.564 -1.817 -1.014
C 0.19385 1.14087 -5.94297 -2.733 -5.054 -10.372
O -0.13215 0.90292 -7.07218 1.977 1.981 5.730
C 2.56866 0.85200 -4.49565 1.257 0.773 -0.910
O 3.35291 1.47053 -5.01968 -0.717 -0.621 0.569
H -0.30952 -2.39174 -2.78428 0.330 0.423 -0.902
C -0.89620 -1.50318 3.51654 -0.063 -0.219 0.452
N -0.23549 -1.61800 2.24253 0.201 -0.726 0.938
N -0.48698 -0.75732 1.23918 0.017 0.524 -1.555
C 0.05859 -1.26143 0.06888 -0.274 0.078 -0.158
O -0.07662 -0.63687 -1.02864 0.690 0.387 0.058
C 0.67850 -2.50817 0.42791 -0.373 0.812 -0.619
C 0.42821 -2.69689 1.76751 0.087 0.645 -0.616
C 0.79466 -3.83700 2.62609 0.251 -0.507 0.127
C -1.09744 0.52242 1.43470 0.011 0.010 -0.056
C -0.68231 1.32092 2.50234 -0.187 -0.085 -0.134
C -1.35809 2.51191 2.76342 0.040 -0.122 -0.253
C -2.39306 2.92710 1.91624 0.223 -0.050 0.221
C -2.75329 2.14988 0.80995 0.301 0.176 0.213
C -2.10234 0.94499 0.55731 -0.045 -0.126 0.237
H -0.62824 -2.40914 4.06394 -0.221 0.252 0.068
H -1.98845 -1.44313 3.40839 0.312 -0.008 -0.011
H -0.52584 -0.63031 4.05903 -0.228 -0.317 0.072
H 1.20374 -3.13392 -0.28851 -0.229 0.064 0.426
H 1.32550 -3.49351 3.52472 -0.149 -0.227 -0.196
H -0.09877 -4.40971 2.91778 0.329 0.107 -0.005
H 1.46036 -4.49156 2.04398 -0.270 0.152 0.361
H 0.14593 0.98169 3.12952 -0.279 0.317 -0.244
H -1.04865 3.10056 3.62718 -0.192 -0.020 -0.303
H -2.90371 3.86743 2.13162 0.089 -0.325 -0.144
H -3.54397 2.49119 0.14645 0.126 -0.099 0.121
H -2.38394 0.31834 -0.29005 0.082 0.157 0.344
```
Forces are in eV/Å.

Its LUMO energy (spin up / spin down) is -6.13 / -6.04 eV. Its frontier orbital gap (spin up / spin down) is 3.839 / 4.138 eV. The calculated total energy is -1888.2917 Eh. For the relative energy (zero: lowest compared OMol25 entry of this formula, charge and spin), the calculation gives 481.2 kJ/mol. The HOMO energy (spin up / spin down) is -9.97 / -10.18 eV. Its multiplicity is 8. The total charge is +1.

---

Record 2
Density functional theory data (ωB97M-V with the def2-TZVPD basis set) for a molecular structure, C16H14BBrF2N2O2Rh.

The geometry in XYZ format:
```
39
Properties=species:S:1:pos:R:3:forces:R:3
Rh -2.30582 0.08878 0.52402 -0.108 -0.006 -0.150
O 1.29269 -3.99476 -0.19160 -0.012 -0.026 -0.002
C 0.14543 -4.41459 -0.81259 0.007 0.107 0.029
C 0.07481 -5.55871 -1.59043 -0.039 0.090 0.046
C -1.12130 -5.87734 -2.21264 -0.048 0.028 -0.002
C -2.23649 -5.06249 -2.06680 0.090 -0.036 0.000
C -2.15669 -3.92295 -1.28270 0.049 -0.017 0.077
C -0.96817 -3.59504 -0.64262 0.015 -0.189 -0.108
C -0.82810 -2.38862 0.24772 -0.218 0.189 0.227
O -2.06984 -1.77806 0.47727 0.040 -0.244 -0.066
N 0.05984 -1.39017 -0.34157 -0.057 -0.037 -0.054
N -0.31233 -0.11556 -0.31598 0.349 0.047 -0.439
C 0.48774 0.75919 -1.06524 -0.160 -0.245 0.252
C 0.41426 2.06254 -0.95075 0.008 0.173 0.003
Br -2.51627 2.34217 0.86213 -0.060 0.198 0.135
C 0.38079 3.36316 -0.85799 0.041 -0.012 -0.032
C 1.11962 4.18380 0.11781 -0.043 -0.035 -0.086
C 1.87008 3.60377 1.14115 -0.002 0.109 -0.018
C 2.54630 4.40620 2.04118 -0.021 0.052 -0.036
C 2.47760 5.79165 1.92940 -0.017 -0.009 -0.024
C 1.72943 6.37321 0.91628 0.014 -0.074 0.007
C 1.04961 5.57107 0.01148 0.072 -0.051 0.115
H 1.98195 -4.66177 -0.27979 0.039 -0.011 0.005
H 0.94599 -6.19049 -1.70744 0.030 -0.016 -0.010
H -1.17724 -6.76998 -2.81883 -0.024 -0.032 -0.022
H -3.16414 -5.32079 -2.55516 -0.032 0.004 -0.014
H -3.02639 -3.29753 -1.14442 -0.033 0.021 0.001
H -0.42709 -2.67402 1.23273 0.006 -0.053 -0.121
H 0.83675 -1.68834 -0.91791 0.024 0.004 0.059
H 1.18554 0.28812 -1.75429 0.069 0.026 0.069
H -0.25016 3.89988 -1.56268 -0.062 0.005 0.011
H 1.92465 2.52626 1.22875 -0.014 -0.043 -0.013
H 3.12882 3.95375 2.83117 0.025 0.004 0.033
H 3.00924 6.41624 2.63371 0.009 0.011 0.020
H 1.67415 7.44892 0.82576 0.013 0.024 0.017
H 0.46918 6.02462 -0.78098 -0.034 -0.008 -0.042
F -0.92030 -0.29595 3.00578 -0.012 0.050 0.169
B -2.11943 -0.06592 2.55881 0.092 0.030 -0.186
F -3.20472 -0.04023 3.26726 0.004 -0.029 0.152
```
Forces are in eV/Å.

Its LUMO energy (spin up / spin down) is -3.77 / -6.84 eV. Its frontier orbital gap (spin up / spin down) is 7.506 / 4.566 eV. The calculated total energy is -3786.9508 Eh. For the relative energy (zero: lowest compared OMol25 entry of this formula, charge and spin), the calculation gives 101.0 kJ/mol. The HOMO energy (spin up / spin down) is -11.28 / -11.41 eV. Its multiplicity is 5. The total charge is +1.

---

Record 3
Density functional theory data (ωB97M-V with the def2-TZVPD basis set) for a molecular structure, C16H14Br3ClF7KMgN3NaO9S3 at a distorted geometry.

The geometry in XYZ format:
```
59
Properties=species:S:1:pos:R:3:forces:R:3
O 0.25847 -1.63488 3.26550 -1.432 -0.526 -2.731
S 0.01362 -0.28160 2.78782 -0.729 -0.092 1.157
O 0.50524 0.67739 3.76480 -1.242 2.170 -2.538
C -1.69113 -0.05967 2.51493 -0.074 0.753 -0.217
C -2.35826 -1.09655 1.95751 -0.295 -0.938 -0.050
C -3.76747 -1.10012 1.68883 -0.731 0.353 0.571
C -4.51342 -0.01091 2.01456 0.238 0.261 0.241
C -3.85297 1.12565 2.60641 -0.049 -0.671 -0.225
N -4.45807 2.24792 2.97249 0.629 0.488 0.183
S -3.29591 3.21403 3.55537 -0.120 -0.416 -0.058
N -1.99569 2.25720 3.39904 -0.284 0.336 -0.031
C -2.42914 1.12899 2.86123 -0.189 -0.054 -0.213
C 1.05616 -0.10782 1.24825 1.091 0.289 -0.847
F 2.11246 -0.87022 1.44662 -0.262 -0.245 0.129
F 1.50434 1.14722 1.12252 -0.638 0.031 0.334
F 0.41854 -0.44137 0.15572 -0.360 -0.228 0.208
H -1.80833 -1.99369 1.70956 0.079 0.040 0.173
H -4.28414 -1.97482 1.21747 0.522 1.225 1.225
H -5.58780 0.00380 1.85325 0.063 0.177 -0.001
C -8.90496 0.47847 0.67000 -0.017 -0.141 0.207
O -7.94580 0.28648 1.71095 0.093 -0.003 -0.064
H -8.44687 1.09190 -0.10096 0.056 0.001 0.037
H -9.19764 -0.48038 0.23748 -0.048 0.056 -0.094
H -9.78916 0.98948 1.05641 -0.030 0.025 -0.103
H -8.35988 -0.25605 2.38767 0.022 0.020 0.033
K 1.36751 -0.86232 4.99014 3.209 -1.636 4.712
C 3.52258 4.06695 -1.23711 -0.385 0.180 -0.462
C 2.41050 3.88618 -0.40697 -0.286 0.395 -0.587
C 1.66392 4.97809 0.00861 -0.416 -0.052 -0.203
C 2.03134 6.25051 -0.40436 0.199 -0.118 -0.231
C 3.13223 6.43614 -1.22766 -0.116 0.201 0.100
C 3.87677 5.33819 -1.64567 0.069 -0.085 -0.230
H 4.10421 3.21365 -1.56523 -0.018 -0.019 -0.001
H 2.12466 2.89317 -0.09631 -0.153 -0.034 -0.202
H 0.80579 4.83743 0.65252 0.027 -0.014 0.016
H 1.44831 7.10349 -0.07406 0.086 -0.327 0.668
H 3.41848 7.43283 -1.55223 0.150 -0.026 0.036
H 4.73407 5.47939 -2.28934 -0.003 -0.007 -0.001
C -2.35400 -4.20929 -1.36725 0.292 1.667 -0.171
Br -3.03506 -2.77006 -0.25033 -0.057 -1.907 -1.520
Br -0.49081 -4.01625 -1.40443 0.137 -0.524 0.049
Br -3.00637 -6.00798 -0.72467 0.812 -0.829 0.147
H -2.75983 -4.08601 -2.50211 0.699 -0.352 -1.455
F -2.44670 -4.04780 -3.75879 -0.781 0.056 0.556
Mg 4.08638 3.29230 1.28254 1.072 -0.330 1.457
C 2.82968 -3.04242 -2.10948 -0.202 0.122 -0.020
F 2.41619 -3.78676 -1.04828 0.006 0.026 0.103
F 1.77629 -3.00770 -2.95218 0.157 -0.018 -0.084
F 2.96055 -1.77564 -1.64162 -0.012 0.098 0.152
S 4.39100 -3.68114 -2.86184 1.117 -0.445 -0.494
O 4.02312 -5.01603 -3.27044 -0.423 0.133 0.186
O 5.30769 -3.60006 -1.74944 -0.424 0.178 0.261
O 4.62181 -2.74219 -3.93333 -0.420 0.222 0.150
N 8.44061 -4.55830 -3.23382 -0.070 -0.037 -0.051
O 7.42901 -4.61031 -3.93959 0.093 -0.020 -0.080
O 9.05535 -5.60379 -2.94831 0.067 -0.067 0.062
O 8.85456 -3.46568 -2.81298 0.105 0.115 0.044
Na 0.92877 8.54503 -1.29296 -0.080 0.242 -0.450
Cl -1.18184 -7.27801 -0.98959 -0.743 0.299 0.221
```
Forces are in eV/Å.

Its LUMO energy is -3.61 eV. Its frontier orbital gap is 0.919 eV. The calculated total energy is -12497.0412 Eh. The HOMO energy is -4.53 eV. The total charge is 0.

---

Record 4
Density functional theory data (ωB97M-V with the def2-TZVPD basis set) for a molecular structure, C16H14Br4CoN5O3S at a distorted geometry.

The geometry in XYZ format:
```
44
Properties=species:S:1:pos:R:3:forces:R:3
Co -0.99002 -1.45338 -0.13547 -0.951 -1.671 -0.867
Br -7.85422 -1.44148 -1.43297 -0.209 -0.036 -0.098
C -6.14392 -1.15948 -0.68587 -0.478 0.651 0.652
C -6.00452 -0.32788 0.42353 -0.633 -0.373 -0.634
Br -7.49492 0.60342 1.11383 -0.163 0.064 0.117
C -4.75502 -0.16258 1.00183 0.627 -0.148 -0.063
Br -4.48782 0.99602 2.46953 0.138 0.071 0.184
C -3.62482 -0.81028 0.50033 -0.785 -0.078 -0.505
O -2.45902 -0.72448 1.03173 1.465 0.506 0.535
C -3.74552 -1.58278 -0.72067 -1.378 0.768 0.697
O -2.67542 -2.02658 -1.24487 2.536 -0.105 0.177
C -5.03102 -1.76238 -1.25307 0.702 -0.157 -0.042
Br -5.19492 -2.80268 -2.82487 0.230 -0.097 -0.053
O 0.83678 -1.21068 0.79353 -0.117 -0.148 -0.121
N 1.77418 -2.11108 0.49883 0.873 -0.201 -0.198
C 3.08928 -1.80708 0.76413 -1.467 -0.033 -0.159
C 4.09318 -2.63808 0.36963 0.468 -0.505 -0.204
C 3.80038 -3.84978 -0.27477 -1.584 0.165 0.115
C 2.44798 -4.18488 -0.44977 2.540 -0.239 -0.071
C 1.44778 -3.31798 -0.08227 -2.062 1.032 0.648
S -0.23042 -3.67748 -0.31197 0.495 0.539 -0.161
H 3.23848 -0.87768 1.28933 -0.057 0.085 -0.070
H 5.11598 -2.35048 0.56283 0.018 0.051 0.038
H 4.58168 -4.50398 -0.62467 0.095 -0.098 0.039
H 2.15938 -5.12418 -0.89287 -0.045 -0.019 -0.091
C 3.19848 3.36852 -0.58877 -0.069 0.019 0.162
C 2.20478 3.34072 0.57153 -0.021 -0.114 -0.196
C 2.31558 2.02552 1.33723 -0.054 0.319 -0.014
C 0.76488 3.55972 0.05393 0.542 0.818 0.284
N 0.23828 2.40232 -0.59527 -0.904 -2.253 -0.665
C -0.52602 1.39942 -0.09027 0.697 0.650 -1.101
N -0.56852 0.43082 -0.99037 -0.381 0.328 1.172
N 0.16538 0.81562 -2.02597 0.422 0.659 -0.321
N 0.65918 1.98712 -1.82867 -0.188 0.114 0.470
H 4.20998 3.20072 -0.22067 0.070 -0.001 -0.015
H 3.17168 4.32872 -1.10207 0.031 0.065 -0.074
H 2.95298 2.59172 -1.31117 0.086 -0.008 -0.037
H 2.43258 4.17402 1.24983 -0.133 -0.073 -0.090
H 2.12538 1.17912 0.68113 -0.042 -0.131 -0.013
H 1.59978 1.98912 2.15603 -0.059 -0.120 0.120
H 3.31628 1.92032 1.74873 0.114 -0.030 0.084
H 0.76408 4.37982 -0.67277 -0.126 -0.072 0.188
H 0.09648 3.80762 0.88323 0.013 -0.041 -0.161
H -1.01472 1.40692 0.85923 -0.257 -0.151 0.341
```
Forces are in eV/Å.

Its LUMO energy (spin up / spin down) is 2.23 / 2.23 eV. Its frontier orbital gap (spin up / spin down) is 5.670 / 5.676 eV. The calculated total energy is -13194.6468 Eh. For the relative energy (zero: lowest compared OMol25 entry of this formula, charge and spin), the calculation gives 22.6 kJ/mol. The HOMO energy (spin up / spin down) is -3.44 / -3.44 eV. Its multiplicity is 2. The total charge is -1.

---

Record 5
Density functional theory data (ωB97M-V with the def2-TZVPD basis set) for a molecular structure, C16H14BrF5HfN2O3Te at a distorted geometry.

The geometry in XYZ format:
```
43
Properties=species:S:1:pos:R:3:forces:R:3
Hf -1.43787 -0.18635 0.22370 -0.933 -0.335 -0.853
O -1.42648 4.24169 2.27280 0.001 0.000 -0.030
C -1.01258 4.79793 1.10620 0.077 0.020 0.032
C -1.17374 6.13888 0.79074 -0.003 0.004 0.001
C -0.70647 6.61890 -0.42128 -0.001 -0.028 0.008
C -0.08382 5.77256 -1.33143 -0.001 0.001 0.000
C 0.06923 4.43442 -1.01839 -0.087 0.040 -0.161
C -0.38734 3.93912 0.19941 0.031 0.015 0.070
C -0.25136 2.51635 0.63444 -0.151 0.109 0.020
O -1.37667 1.72149 0.45365 0.439 0.146 0.281
N 0.82517 1.83356 -0.16106 0.003 0.088 -0.209
N 0.62335 0.66057 -0.55006 0.306 0.089 -0.015
C 1.50245 -0.01293 -1.34959 -0.074 -0.072 -0.003
C 1.11538 -1.25173 -1.68941 0.044 0.089 0.078
Br -2.68790 -0.60682 -1.83207 -0.012 0.053 -0.091
C 0.79777 -2.44256 -2.09874 0.055 -0.019 -0.045
C 1.07205 -3.72956 -1.47069 -0.059 0.043 0.008
C 0.40456 -4.85268 -1.95770 0.011 -0.035 -0.007
C 0.60565 -6.08264 -1.35273 0.013 -0.005 -0.004
C 1.47458 -6.18826 -0.27613 0.002 0.006 -0.019
C 2.15278 -5.06830 0.20237 0.012 0.006 -0.008
C 1.95276 -3.83845 -0.39023 0.004 -0.014 0.027
H -1.80632 4.90902 2.85698 0.003 0.002 0.002
H -1.66041 6.80328 1.49453 0.002 0.002 -0.004
H -0.83235 7.66623 -0.65952 0.000 -0.001 0.001
H 0.27163 6.15226 -2.27827 -0.004 0.008 0.002
H 0.52338 3.78661 -1.76278 -0.009 -0.033 0.045
H 0.07754 2.46343 1.67942 -0.018 0.057 0.018
H 1.65205 2.35571 -0.46701 0.053 -0.042 0.135
H 2.41217 0.47551 -1.68529 0.036 -0.011 0.031
H 0.22476 -2.43993 -3.03123 -0.037 -0.010 0.030
H -0.26419 -4.76415 -2.80490 -0.005 -0.002 0.005
H 0.09474 -6.95835 -1.72811 -0.001 0.002 0.002
H 1.63937 -7.15176 0.18737 -0.001 0.002 0.002
H 2.84539 -5.16630 1.02723 -0.004 -0.002 -0.002
H 2.49499 -2.96970 -0.03357 -0.011 -0.002 0.006
F -2.37738 -3.60323 2.49496 0.066 0.037 0.024
Te -1.33746 -2.11777 2.49921 0.170 -0.155 0.333
F -0.56752 -0.30645 2.38101 0.075 -0.073 0.208
F -2.80550 -0.97600 1.72254 0.057 -0.106 0.064
F 0.15741 -2.81440 3.25958 -0.095 -0.037 -0.007
F -1.99075 -1.60613 4.10773 -0.008 0.026 -0.040
O -0.80306 -2.15309 0.75635 0.053 0.138 0.064
```
Forces are in eV/Å.

Its LUMO energy is -9.21 eV. Its frontier orbital gap is 5.025 eV. The calculated total energy is -4342.1911 Eh. The HOMO energy is -14.24 eV. The total charge is +2.